Formula: C25H49Cl3EuN5O3Si
Source: the OMol25 dataset
Level of theory: wB97M-V/def2-TZVPD

E_HOMO (spin up / spin down) (eV): -7.9 / -7.9
E (hartree): -3862.1232
Expectation value of S²: 12.009
Multiplicity: 7

Each line ends with the Löwdin charge.
Positions of all 87 atoms, in Å:
C: 1.511 -0.820 -4.097  -0.04
C: 1.073 0.613 -4.048  -0.23
H: 1.301 -1.292 -5.060  0.06
H: 1.017 -1.393 -3.298  0.05
H: 2.594 -0.902 -3.925  0.09
C: 0.565 1.307 -5.076  -0.12
C: 0.386 0.791 -6.466  -0.10
H: 0.280 2.352 -4.934  0.10
H: 0.602 -0.281 -6.563  0.06
H: 1.032 1.323 -7.179  0.07
H: -0.645 0.963 -6.805  0.07
Eu: 0.151 -0.533 0.067  1.53
Cl: 2.732 0.355 0.184  -0.16
Cl: 0.116 -3.001 -0.793  -0.15
C: 0.498 2.811 0.886  -0.32
O: -0.340 1.885 0.905  -0.15
N: 0.203 4.092 1.167  -0.17
C: -1.150 4.484 1.571  -0.03
C: 1.183 5.160 1.029  -0.04
H: 1.560 2.615 0.640  0.07
H: -1.776 3.592 1.659  0.08
H: -1.583 5.178 0.834  0.09
H: -1.115 5.017 2.533  0.09
H: 2.118 4.743 0.640  0.09
H: 1.366 5.629 2.007  0.09
H: 0.803 5.919 0.329  0.08
H: -1.465 -1.017 -3.532  0.09
H: -2.342 1.395 -3.980  0.09
C: -2.328 -1.191 -2.868  -0.03
C: -3.220 1.064 -3.400  -0.04
N: -2.822 0.097 -2.391  -0.17
H: -2.014 -1.825 -2.029  0.03
C: -2.755 0.444 -1.098  -0.29
O: -2.266 -0.289 -0.207  -0.19
H: -3.672 1.931 -2.905  0.09
H: -3.166 1.450 -0.896  0.15
H: -3.126 -1.682 -3.443  0.10
H: -3.951 0.607 -4.081  0.09
O: 0.111 0.632 -1.930  -0.39
C: 1.110 1.208 -2.643  -0.48
C: -0.169 3.425 -2.447  -0.04
C: 1.045 2.741 -2.553  -0.18
H: -1.105 2.868 -2.395  0.10
C: -0.170 4.828 -2.435  -0.10
H: 2.079 0.891 -2.212  0.05
C: 2.243 3.444 -2.590  -0.03
H: -1.115 5.373 -2.370  0.10
C: 1.032 5.528 -2.525  -0.13
C: 2.247 4.842 -2.591  -0.09
H: 3.176 2.881 -2.660  0.12
H: 1.040 6.623 -2.519  0.10
H: 3.194 5.376 -2.651  0.10
Si: 0.412 -7.091 -0.840  0.12
Cl: 0.648 -6.509 -2.847  0.26
C: -1.425 -6.907 -0.501  -0.22
C: 1.605 -5.935 0.027  -0.26
C: 0.903 -8.864 -0.455  -0.22
H: -1.758 -5.913 -0.821  0.02
H: -1.640 -7.020 0.569  0.03
H: -1.990 -7.671 -1.054  0.03
H: 0.261 -9.597 -0.960  0.03
H: 0.814 -9.046 0.626  0.03
H: 1.944 -9.069 -0.731  0.03
H: 1.345 -4.909 -0.263  -0.11
H: 2.637 -6.120 -0.299  0.03
H: 1.537 -5.999 1.119  0.03
C: -2.868 -1.297 4.013  -0.05
N: -1.535 -1.193 4.574  -0.15
C: -1.453 -0.998 6.005  -0.07
C: -0.482 -1.011 3.723  -0.41
N: -0.662 -0.939 2.421  0.01
N: 0.770 -0.875 4.252  -0.15
C: 1.218 -1.470 5.495  -0.07
C: 1.830 -0.393 3.396  -0.10
H: -3.584 -1.499 4.815  0.09
H: -2.887 -2.118 3.286  0.10
H: -3.160 -0.363 3.502  0.10
H: -1.088 -1.913 6.504  0.08
H: -0.813 -0.139 6.266  0.09
H: -2.471 -0.803 6.372  0.09
H: -1.658 -0.972 2.185  0.01
H: 2.279 -1.726 5.371  0.09
H: 1.166 -0.762 6.335  0.09
H: 0.662 -2.386 5.732  0.09
H: 2.084 -1.126 2.612  0.05
H: 1.534 0.548 2.916  0.05
H: 2.726 -0.213 4.006  0.09